13
Properties=species:S:1:pos:R:3 method="wB97M-V/def2-TZVPD" e_lumo_ev=-0.91 homo_ev=-9.400 total_energy_ha=-1240.7848 homo_lumo_gap_ev=8.49 largest_force_ha_per_bohr=0.1216
C -0.47444 -0.52415 -0.54400
C 0.40623 -1.52988 -1.20075
C 1.00115 -0.25288 -0.67829
N -0.97618 0.78744 2.17151
O -1.60175 2.61166 0.55155
S -0.74082 2.24940 1.65409
I 1.64305 1.08614 -2.15033
I 2.35406 -0.49188 1.04111
H -1.12002 -0.02628 -1.25572
H -0.89572 -0.62915 0.41648
H 0.56401 -2.48535 -0.71250
H 0.33257 -1.39468 -2.24567
H -0.49214 0.59959 2.95251